(1)
A 2-piece molecular cluster, C7H13O overall in a non-equilibrium geometry, computed with ωB97M-V with the def2-TZVPD basis set.

Computed properties:
* HOMO: -2.5 eV
* HOMO-LUMO gap: 3.89 eV
* charge: -1
* strongest force on any atom: 1.566 eV/Å
* ΔE to the lowest compared entry with this formula, charge and spin: 6.316 eV

```
21
Properties=species:S:1:pos:R:3:forces:R:3:nbo_charge:R:1
H -2.460063 -1.815590 -1.295913 -0.2 -0.1 -0.1 0.18
H -0.732799 -0.421557 -1.763600 -0.3 0.0 -0.2 0.18
H -3.632222 -1.529842 0.129896 -0.2 0.0 -0.1 0.18
H 1.727761 1.311774 -0.663913 0.0 -0.1 -0.4 0.20
H 3.799609 0.590110 0.119306 0.1 -0.2 -0.2 0.09
H -0.815889 1.186803 -1.182194 0.6 0.4 0.5 0.21
H 0.494557 -1.393622 -0.009442 -0.1 0.0 -0.3 0.19
H 0.389693 1.849170 0.626053 0.0 0.0 0.7 -0.12
H 3.238931 -1.054971 0.414447 -0.3 -0.1 0.3 0.11
H -2.759126 0.167539 1.904561 -0.1 0.1 0.2 0.17
C 0.488262 -0.295296 -0.079789 0.5 -0.4 0.3 -0.45
C -2.803722 -1.196688 -0.479854 0.6 0.0 0.4 -0.49
O 2.482173 0.469126 1.656841 -0.1 -0.2 0.1 -0.76
C -2.218031 0.607420 1.079011 0.2 0.3 0.1 -0.41
H -1.692803 1.542309 1.236650 -0.2 0.3 -0.2 0.21
C 2.906728 0.011069 0.461137 0.4 1.0 -0.1 -0.04
C -2.013008 -0.158725 -0.081750 0.1 -0.3 0.2 -0.05
H 2.044411 -0.255154 -1.585006 0.2 0.3 0.1 0.17
C -0.746175 0.156200 -0.830768 -0.5 -0.8 -1.3 -0.42
C 1.818501 0.210161 -0.608682 -0.5 -0.2 -0.1 -0.41
H 0.483206 0.019766 0.953002 -0.2 0.1 0.2 0.28
```
Positions in Å, forces in eV/Å.

***

(2)
C30H27CoN7O4 as an isolated structure, computed with ωB97M-V with the def2-TZVPD basis set.

Computed properties:
* HOMO (spin up / spin down): -7.3 / -7.3 eV
* expectation value of S²: 3.758
* HOMO-LUMO gap (spin up / spin down): 7.66 / 7.62 eV
* spin multiplicity: 4
* strongest force on any atom: 0.310 eV/Å
* ΔE to the lowest compared entry with this formula, charge and spin: 0.000 eV

```
69
Properties=species:S:1:pos:R:3:forces:R:3:mulliken_spin:R:1
C 1.849751 -1.797505 -2.680363 0.1 0.0 0.0 0.01
N 0.169160 -4.064716 -1.041739 0.0 0.0 0.0 0.01
C -0.235295 -1.888310 -3.608206 0.0 0.0 0.0 0.01
H -0.941952 -2.462965 4.158585 0.0 0.0 0.0 0.00
Co -0.073601 -0.050345 -0.643518 0.2 -0.1 0.0 2.68
C 1.155434 3.712900 2.104219 0.0 0.0 0.0 0.00
C -1.385308 3.328861 -2.947368 0.0 0.0 0.0 0.00
C -2.430817 -1.013827 4.418285 0.0 0.0 0.0 0.00
O -4.080318 0.623201 4.602638 0.0 0.0 0.0 0.00
H -1.244049 -1.494604 -3.595180 0.0 0.0 0.0 0.00
C 2.735523 -1.146373 -1.653542 0.0 0.0 0.0 0.01
H -0.593364 -3.344960 -5.135533 0.0 0.0 0.0 0.00
C 2.985939 0.576582 -0.048310 0.1 0.1 -0.1 0.00
C -1.531217 0.111619 1.963557 0.0 0.0 0.1 0.00
H -0.148591 4.849444 -3.825628 0.0 0.0 0.0 0.00
N 2.186739 0.136697 -1.195735 0.0 0.2 0.1 -0.01
N -0.233472 1.421163 -2.119387 0.0 0.2 0.2 0.02
C 1.426072 -3.409720 -4.376012 0.0 0.0 0.0 0.00
H -2.264930 1.606541 -1.967426 0.0 0.0 0.0 0.00
H 1.742805 -4.229214 -5.008042 0.0 0.0 0.0 0.00
H 2.926068 3.782738 3.326647 0.0 0.0 0.0 0.00
N 1.158265 2.088039 0.360158 0.0 0.0 0.0 0.01
H -4.098093 2.612011 4.004112 0.0 0.0 0.0 0.00
C -2.038225 -3.030777 -0.168291 -0.1 -0.3 0.1 0.03
C 2.193229 1.123832 -2.298311 0.0 0.0 0.0 0.01
H 1.309573 -3.497346 1.611733 0.0 0.0 0.0 0.00
H 1.954472 3.589672 -3.414233 0.0 0.0 0.0 0.00
C -0.912309 -1.070175 2.503567 0.0 0.0 0.0 0.00
H 0.632556 4.499783 2.629464 0.0 0.0 0.0 0.00
N -2.460932 -1.830972 -0.451043 0.1 0.2 0.0 -0.01
H -2.798146 -1.416900 5.350848 0.0 0.0 0.0 0.00
C 0.127689 -2.921931 -4.450250 0.0 0.0 0.0 0.00
H 2.345884 0.579072 -3.232883 0.0 0.0 0.0 0.00
C 2.307474 -2.837906 -3.479676 0.0 0.0 0.0 0.00
C 0.178610 -1.725603 1.851093 0.0 0.1 0.0 0.00
H -3.080856 1.549243 2.248940 0.0 0.0 0.0 0.00
C 3.052257 2.295887 1.789836 0.0 0.0 0.0 0.00
H 3.325781 -3.193411 -3.386536 0.0 0.0 0.0 0.00
C 0.932132 1.943103 -2.498331 0.0 -0.1 0.0 0.01
H -2.321952 3.845814 -3.099113 0.0 0.0 0.0 0.00
H 3.094230 -0.273777 0.625988 -0.1 0.0 0.0 0.00
C -3.050343 0.135855 3.871601 0.0 0.0 0.0 0.00
C 2.372639 1.714154 0.721878 0.0 0.0 0.0 0.01
H 3.745812 -1.012447 -2.066893 0.0 0.0 0.0 0.00
H 2.810709 -1.808460 -0.789245 -0.1 0.0 0.0 0.00
N 0.612906 -1.334670 -2.741573 -0.1 0.0 0.0 0.01
H 3.996334 0.864966 -0.376698 0.0 0.0 0.0 0.00
H -0.448168 3.313736 0.724279 0.0 0.0 0.0 0.00
H -5.551233 1.975847 4.811585 0.0 0.0 0.0 0.00
H 4.040401 1.948310 2.064219 0.0 0.0 0.0 0.00
C -2.617256 0.680722 2.692720 0.1 0.0 0.0 0.01
N -3.448717 -4.520498 1.404037 0.0 0.0 0.0 0.01
C 0.557282 3.066244 1.041699 0.0 0.0 0.0 0.01
H -5.210467 1.535805 3.120283 0.0 0.0 0.0 0.00
H 1.494111 -2.737179 3.202159 0.0 0.0 0.0 0.00
H 0.037962 -3.667933 2.835952 0.0 0.0 0.0 0.00
C -1.404762 -1.583151 3.734696 0.0 0.0 0.0 0.00
C 0.778959 -2.992692 2.415882 0.1 0.0 0.0 0.01
O -1.175556 0.693947 0.883800 0.0 0.0 -0.1 0.08
O 0.715188 -1.312042 0.797410 0.0 -0.1 0.0 0.04
C -4.766341 1.751959 4.094635 0.0 0.0 0.0 0.00
C -0.178120 3.878278 -3.348494 0.0 0.0 0.0 0.00
H 3.041361 1.808204 -2.191747 0.0 0.0 0.0 0.00
C -0.804829 -3.585909 -0.659927 -0.1 0.0 0.0 -0.01
C -2.841135 -3.842312 0.702069 0.1 0.0 -0.1 0.00
C 2.430505 3.311563 2.487589 0.0 0.0 0.0 0.00
O -1.684862 -1.129118 -1.208948 -0.3 -0.1 -0.1 0.04
C -1.364939 2.093006 -2.324817 0.0 0.0 -0.1 0.01
C 0.996343 3.178952 -3.123163 0.0 0.0 0.0 0.00
```
Positions in Å, forces in eV/Å.

***

(3)
C16H31BeNP2S as an isolated structure in a non-equilibrium geometry, computed with ωB97M-V with the def2-TZVPD basis set.

Computed properties:
* HOMO: -5.6 eV
* HOMO-LUMO gap: 5.90 eV
* strongest force on any atom: 2.437 eV/Å
* ΔE to the lowest compared entry with this formula, charge and spin: 2.543 eV

```
52
Properties=species:S:1:pos:R:3:forces:R:3:nbo_charge:R:1
H -2.323702 1.756597 -2.868713 0.1 0.2 0.0 0.23
C 1.181960 3.187696 -2.773248 0.0 0.2 -0.1 -0.94
H 0.940615 -2.241053 6.708622 -0.3 -0.1 -0.2 0.25
H 0.206771 -1.051621 -5.044361 -0.3 0.1 0.0 0.22
C -1.532734 0.927589 1.260554 -0.6 -0.4 -0.8 -0.42
H -0.763940 -2.485525 6.138305 0.3 0.1 0.0 0.24
P 0.096748 1.730420 -2.524371 0.1 0.4 -0.3 0.81
H 2.159347 -1.075734 0.840932 -0.2 0.1 0.0 0.21
N -0.274043 1.226031 7.600273 0.5 -1.4 -1.9 -0.27
H -0.808039 -3.506334 -2.081691 -0.1 0.1 -0.2 0.23
C -0.062817 0.525182 6.682189 -0.9 0.9 1.9 0.02
H 2.488337 -1.315249 -3.137423 -0.1 -0.2 0.0 0.23
H -1.086981 1.115510 0.265243 0.1 0.0 0.4 0.21
C 1.211040 -0.563829 1.057152 0.5 0.4 -1.1 -0.44
C 0.513337 -1.317684 2.163929 1.8 0.3 0.8 -0.60
H 1.161613 2.266058 3.085474 -0.3 -0.2 -0.1 0.23
H 0.655516 -0.616881 0.104042 0.0 0.0 0.4 0.23
C 0.664302 1.515644 2.459583 1.5 -0.5 0.2 -0.58
C 0.247669 -2.170207 5.862529 -0.3 0.1 0.6 -0.71
H -0.795794 -3.249354 -3.858717 -0.2 0.0 0.2 0.21
H 1.980604 -2.853416 -2.382906 0.1 0.2 -0.2 0.23
H 2.223941 2.846676 -2.824866 -0.2 0.2 0.0 0.23
C -0.721440 1.536494 2.390452 -1.7 -0.3 0.6 -0.58
C 0.318189 0.962118 -4.212798 0.0 0.1 0.3 -0.71
C -0.241866 -0.460057 -4.235464 0.0 -0.2 0.2 -0.70
C 1.541074 0.919086 1.378740 0.6 -0.4 -0.6 -0.42
H 0.920214 3.723512 -3.695509 0.2 0.0 0.2 0.21
S 0.255737 -0.433411 5.330043 0.9 0.0 -0.2 0.27
C -1.536569 2.522252 -2.857126 0.0 0.1 0.1 -0.94
H 1.614480 -2.544078 -4.114870 0.1 0.0 0.2 0.21
H -2.035609 -2.449406 -2.833752 0.2 -0.2 0.0 0.23
Be -0.067525 0.042209 3.248770 -0.2 0.1 0.3 1.45
H -0.187818 1.601086 -4.948496 0.3 -0.1 0.0 0.22
H -1.267742 2.284238 2.981500 0.4 -0.3 -0.1 0.23
H 1.395296 0.969940 -4.433118 -0.2 -0.1 0.0 0.22
C -0.990668 -2.781092 -2.884587 0.0 -0.2 -0.1 -0.94
H 1.103635 -2.120550 2.622334 -0.3 0.2 -0.1 0.21
H -1.312236 -2.098641 2.967722 0.2 0.1 -0.3 0.22
C -1.809807 -0.594546 1.425707 -0.8 0.4 -0.7 -0.41
C 1.707568 -2.086769 -3.119653 0.0 -0.1 0.1 -0.94
H -2.828577 -0.706101 1.829935 0.3 0.0 0.0 0.21
H 2.590374 0.956058 1.717928 -0.4 0.1 0.0 0.21
H -2.513706 1.429457 1.243027 0.3 -0.1 -0.1 0.21
H 1.508834 1.507126 0.441315 0.0 0.0 0.2 0.19
H -1.332286 -0.456430 -4.375218 0.2 0.1 0.0 0.22
H -1.840304 -1.071863 0.432421 0.0 0.0 0.0 0.19
C -0.860861 -1.317497 2.344223 -1.5 0.6 0.8 -0.61
H 0.598877 -2.792657 5.032394 0.0 0.5 0.0 0.26
H -1.749511 3.241049 -2.054785 -0.1 -0.2 -0.2 0.23
P 0.100840 -1.331842 -2.617608 -0.1 -0.4 -0.4 0.81
H 1.069342 3.857028 -1.911001 0.1 -0.1 -0.2 0.23
H -1.511685 3.042781 -3.825072 -0.1 -0.1 0.2 0.21
```
Positions in Å, forces in eV/Å.

***

Question: Which of these has the highest ΔE to the lowest compared entry with this formula, charge and spin?
Answer: C7H13O

***

Question: Among the records above, which one has the highest strongest force on any atom?
Answer: C16H31BeNP2S

***

Question: ΔE to the lowest compared entry with this formula, charge and spin of number 2 (C30H27CoN7O4)?
Answer: 0.000 eV